Record 1
ORCA calculation (ωB97M-V/def2-TZVPD) on a cluster of 2 separate species, C8H10N3 in total at a distorted geometry.

For the gap between HOMO and LUMO, the calculation gives 8.5 eV. As for the lowest unoccupied orbital energy: -4.929 eV. The calculation puts the energy above the lowest of the compared OMol25 structures with the same formula, charge and spin at 63.91 kcal/mol. For the energy, the calculation gives -474.7258 Eh. As for the net charge: +1. The value obtained for the HOMO energy is -13.40 eV.

CARTESIAN COORDINATES (ANGSTROEM)
C -0.5931 0.7687 1.3609
N -0.2510 -2.1873 -2.1434
C 1.6608 0.0831 -0.1046
C 0.4690 0.1568 -0.7002
C -0.7295 0.4194 0.0656
C -1.6248 1.2143 2.3663
N 0.7660 -0.0239 -3.4161
H -1.0531 1.7420 3.1405
H -1.6403 0.5834 -0.5863
C 0.6771 0.5927 1.9644
H -2.1469 0.3529 2.8611
H 0.8404 1.0320 3.0048
H 2.5956 -0.0440 -0.7661
C 0.2405 -0.2436 -2.1208
H -0.7406 -2.4557 -1.2706
N -0.4463 0.2456 -3.2410
H 0.6607 -2.5359 -2.3602
H 2.7524 0.3077 1.7230
H -2.3199 1.8595 1.8462
C 1.7893 0.3142 1.2755
H -0.9062 -2.1820 -2.8990

***

Record 2
ORCA calculation (ωB97M-V/def2-TZVPD) on a structure of composition C21H36P2PtSe at a distorted geometry.

For the gap between HOMO and LUMO (alpha / beta), the calculation gives 5.6 / 6.7 eV. As for the lowest unoccupied orbital energy (alpha / beta): -0.450 / -0.499 eV. As for the multiplicity: 3. The calculation puts the energy above the lowest of the compared OMol25 structures with the same formula, charge and spin at 99.74 kcal/mol. For the energy, the calculation gives -4024.8542 Eh. The value obtained for the HOMO energy (alpha / beta) is -6.05 / -7.24 eV.

CARTESIAN COORDINATES (ANGSTROEM)
C 2.3704 3.2366 -2.9632
C 0.5405 -1.6466 -2.8335
H -1.8368 2.0717 1.4578
C 1.4000 1.3472 -4.7158
H 1.7434 2.2942 -5.1809
C 1.1055 -2.0080 -6.5258
C -1.9625 -0.8051 -4.5183
C -0.1385 0.2366 3.8181
H -0.7353 3.9838 -2.8432
H 2.3008 0.7655 -4.4764
C 0.1765 -2.5275 -4.0472
H -2.4195 -0.0775 -5.2067
C 0.2135 2.3470 2.0226
H -0.9752 -1.6623 -7.6915
H -0.2764 -0.0201 -1.7211
H 3.2780 2.6481 -3.0277
C -0.5413 3.2882 -3.6653
C 1.6180 0.5810 -0.0755
C 0.4623 0.6101 -5.6935
H 0.7112 0.3462 0.4895
H -0.3544 1.2813 -5.9877
H -2.1889 0.1581 3.0951
H 2.3658 3.6810 -1.9308
H 1.9607 0.5495 4.3308
C -0.6840 -0.8702 -2.2914
H -2.3790 -1.6051 -6.6433
C -2.2231 -3.0604 -3.3759
C -2.9810 -1.8901 -4.0472
H 0.9570 -3.1027 -6.4525
Se 0.6677 3.6337 0.7769
H -0.1421 3.8176 -4.5259
C -1.6974 -0.3321 -3.2267
H -1.4570 2.7380 -3.9321
H -0.2707 -0.5690 4.5402
H -1.1647 -1.4956 -1.5250
C -1.2134 0.6552 3.0189
C -1.0450 1.7146 2.1154
P -0.1507 -1.0710 -5.3343
H 1.8928 -0.2462 -0.7270
H -2.0565 0.6734 -2.9782
H 0.9411 -1.7415 -7.5882
H 0.9363 -2.2951 -2.0318
C 1.1064 0.8781 3.7364
P 0.8394 2.1578 -3.2253
H 2.2473 2.4178 2.7427
H 1.0595 -3.0986 -4.3822
H -1.9868 -2.8152 -2.3316
H 1.3767 -0.9621 -3.0940
H -0.8946 -4.3499 -4.5499
H -2.9157 -3.9155 -3.3440
H -1.2782 -2.9675 -6.5287
H 2.3235 3.9972 -3.7306
C 1.2732 1.9440 2.8699
H 2.4405 0.8757 0.5858
H -3.6412 -1.4511 -3.2740
C -1.3213 -1.8839 -6.6783
Pt 1.1439 2.1616 -1.2405
H -3.6513 -2.2168 -4.8475
H 2.1569 -1.7920 -6.2824
C -0.9660 -3.3851 -4.0324
H 1.0764 0.4893 -6.5963

***

Record 3
ORCA calculation (ωB97M-V/def2-TZVPD) on a cluster of 7 separate species, BH16O6 in total at a distorted geometry.

For the gap between HOMO and LUMO, the calculation gives 9.6 eV. As for the lowest unoccupied orbital energy: 3.180 eV. The calculation puts the energy above the lowest of the compared OMol25 structures with the same formula, charge and spin at 43.91 kcal/mol. For the energy, the calculation gives -485.8309 Eh. As for the net charge: -1. The value obtained for the HOMO energy is -6.38 eV.

CARTESIAN COORDINATES (ANGSTROEM)
H -18.3381 -46.5152 35.8954
H -22.2817 -44.1732 39.1528
H -22.8005 -43.6290 40.5289
H -21.2415 -44.5984 34.4099
H -20.0671 -44.7607 38.0860
O -20.9946 -45.5340 34.1180
H -18.9641 -46.2351 38.6290
B -20.0504 -45.8880 38.2266
O -18.1696 -46.7834 35.0309
H -18.7414 -47.6036 34.8165
O -19.3506 -43.6078 41.2288
H -20.8756 -46.1422 39.1079
H -20.6726 -45.8053 34.9371
H -21.7729 -47.6585 36.9661
H -20.4184 -46.4845 37.3122
O -22.6858 -48.1829 36.6927
O -22.7197 -43.4405 39.5038
H -22.9964 -48.8033 37.2655
H -18.8722 -43.0273 40.8730
H -19.9276 -48.0989 39.4635
H -19.7544 -44.2101 40.5089
O -19.8961 -48.9812 39.7954
H -18.9940 -49.4010 39.5178

***

Record 4
ORCA calculation (ωB97M-V/def2-TZVPD) on a cluster of 2 separate species, C3H11NO2 in total at a distorted geometry.

For the gap between HOMO and LUMO, the calculation gives 10.1 eV. As for the lowest unoccupied orbital energy: 0.790 eV. As for the structure (SMILES): NCCCO.O. The calculation puts the energy above the lowest of the compared OMol25 structures with the same formula, charge and spin at 14.18 kcal/mol. For the energy, the calculation gives -326.1089 Eh. The value obtained for the HOMO energy is -9.34 eV.

CARTESIAN COORDINATES (ANGSTROEM)
H -5.1990 -0.1060 -2.9655
H 1.0387 -1.3057 0.2287
H -4.2088 -0.4677 -1.8589
H -1.0189 -0.4420 -0.3883
N 3.2430 0.2142 -0.0492
H -0.9311 -0.1147 2.3862
C -0.5834 0.0678 0.4745
H 3.7948 0.2379 0.7935
O -4.5750 -0.7992 -2.6978
C 0.8850 -0.3150 0.6646
H 1.9546 1.5328 0.8801
H 1.0088 -0.4981 1.7454
H 3.2441 -0.7296 -0.4172
H 1.5281 1.1421 -0.7600
H -0.6655 1.1405 0.2260
O -1.4098 -0.2640 1.5646
C 1.8945 0.7067 0.1734

***

Record 5
ORCA calculation (ωB97M-V/def2-TZVPD) on the molecule CH2O3 at a distorted geometry.

For the gap between HOMO and LUMO, the calculation gives 11.7 eV. As for the lowest unoccupied orbital energy: 0.364 eV. As for the structure (SMILES): O=C(O)O. The calculation puts the energy above the lowest of the compared OMol25 structures with the same formula, charge and spin at 7.25 kcal/mol. For the energy, the calculation gives -265.0446 Eh. The value obtained for the HOMO energy is -11.31 eV.

CARTESIAN COORDINATES (ANGSTROEM)
O -0.2228 1.2359 -0.0290
C 0.1148 -0.0927 0.0169
H 0.6528 1.6341 0.1026
H -1.7404 -0.1493 0.2182
O -0.9919 -0.8097 -0.0271
O 1.2645 -0.5422 0.0034

***

Record 6
ORCA calculation (ωB97M-V/def2-TZVPD) on the molecule C2H4N2 at a distorted geometry.

For the gap between HOMO and LUMO, the calculation gives 10.0 eV. As for the lowest unoccupied orbital energy: 0.099 eV. As for the structure (SMILES): C=NN=C. The calculation puts the energy above the lowest of the compared OMol25 structures with the same formula, charge and spin at 89.36 kcal/mol. For the energy, the calculation gives -187.9759 Eh. The value obtained for the HOMO energy is -9.86 eV.

CARTESIAN COORDINATES (ANGSTROEM)
C -1.3373 0.0466 0.0578
H -1.1043 1.1537 0.6052
H -2.3710 -0.0989 -0.2277
N -0.6651 -1.0972 -0.1851
H 1.0138 1.1263 -0.5830
C 1.4371 -0.0268 -0.1340
N 0.6215 -1.0548 0.1810
H 2.4052 -0.0488 0.2857